# 1
C15H16Cl2N2O5PS | ωB97M-V/def2-TZVPD

## Properties
Net charge = -1
DFT total energy = -2726.7227 a.u.
Largest force on an atom = 1.42 eV Å⁻¹
Multiplicity = 1
LUMO energy = -0.78 eV

```
42
C15H16Cl2N2O5PS | the OMol25 dataset | ωB97M-V/def2-TZVPD
H 5.81 -2.76 1.54
C 0.18 0.80 1.37
H 2.29 0.90 1.12
H -5.25 1.05 0.38
C -2.84 2.75 -0.64
H -5.30 3.10 1.22
C 4.24 -0.92 -1.00
P -4.65 1.88 1.33
H -3.91 -0.85 -2.09
C -2.90 0.44 -0.76
S -4.73 1.15 3.13
H -0.46 1.70 -0.44
C -0.73 0.84 0.17
C -3.84 -1.74 -0.21
C 1.50 0.15 1.12
C -3.17 -0.91 -1.29
C 6.33 -3.00 -0.54
O 7.18 -3.89 -0.43
H 4.72 -1.17 -3.08
H -2.44 0.15 1.37
O -4.98 -1.64 0.08
Cl -2.77 -2.85 0.61
O 6.63 -2.85 -2.93
N -0.24 1.34 2.45
N -3.19 1.56 -1.42
C 4.64 -1.40 0.42
C 4.96 -1.48 -2.07
H -2.53 2.79 1.58
H -2.26 -1.39 -1.66
H 0.47 1.25 3.17
H -0.51 -0.04 -0.43
H -1.85 3.11 -0.89
C 6.01 -2.45 -1.95
H 1.75 -0.58 1.88
O 3.32 -0.09 -1.12
H 1.53 -0.30 0.14
C -2.91 2.17 0.77
C 5.61 -2.42 0.53
C -2.23 0.81 0.53
Cl -3.94 4.09 -1.06
O 4.08 -0.90 1.41
H -3.61 1.61 -2.33
```


# 2
C32H31CrN8S | ωB97M-V/def2-TZVPD

## Properties
Net charge = +1
DFT total energy = -3118.4274 a.u.
Largest force on an atom = 1.51 eV Å⁻¹
Multiplicity = 5
LUMO energy (spin up / spin down) = -2.56 / -2.77 eV

```
73
C32H31CrN8S | the OMol25 dataset | ωB97M-V/def2-TZVPD
H 3.24 -3.31 0.20
H -4.30 -1.17 -1.00
N -1.88 1.11 1.46
N 0.55 2.09 -0.08
N 2.45 -3.45 -0.40
H 0.40 -1.65 -3.01
Cr 0.02 0.15 -0.74
C 2.14 2.39 -2.00
C -2.75 1.47 -3.72
C -2.93 -5.02 -2.31
C 2.15 -1.24 -4.16
H -5.36 0.93 -0.97
H 3.99 -0.56 -5.05
C -1.90 1.77 4.28
C 1.93 2.42 -0.49
H 1.34 2.95 -2.50
C 1.22 -0.96 -3.18
H -5.15 -4.98 0.24
C -2.01 3.39 -2.52
C -1.85 -1.85 -0.61
C -2.22 -3.87 -2.01
C -1.24 2.55 -1.74
N -1.19 1.23 -1.93
N -0.54 -1.69 -0.82
H -1.79 2.00 5.32
N 1.26 0.12 -2.40
H 2.18 3.42 -0.12
H 1.23 1.22 1.68
H -1.11 3.34 0.23
H -3.89 -2.93 0.78
C -0.42 3.08 -0.58
H 3.07 2.92 -2.21
C -3.63 -3.51 -0.10
C 0.54 2.02 1.39
N 0.30 -2.76 -0.87
S 1.87 -0.96 0.35
C -3.99 -5.41 -1.51
C 3.20 -0.36 -4.34
H -3.34 0.99 -4.49
H 2.16 -4.40 -0.59
C -4.47 0.84 -0.36
C -0.78 1.80 2.09
H 2.60 1.69 -0.03
C -2.88 0.95 3.83
H -2.97 2.90 1.92
H -4.66 2.85 0.27
C -1.94 0.70 -2.91
C -3.06 0.76 2.42
C -4.10 1.94 0.36
H 0.07 4.02 -0.87
H -3.41 3.47 -4.15
H -2.01 4.45 -2.33
H -4.54 -6.31 -1.75
H -2.66 -5.61 -3.18
C -4.33 -4.66 -0.40
C -2.79 2.84 -3.53
H -3.60 -0.11 2.09
H -3.52 0.40 4.50
C -3.80 -0.39 -0.45
C -2.47 -0.67 -0.09
H 0.93 2.96 1.80
H -1.89 -0.37 -3.02
C 3.21 0.80 -3.59
H -1.39 -3.56 -2.64
N -1.52 0.19 0.49
H -0.08 2.79 3.78
C -0.89 2.20 3.37
C -2.58 -3.09 -0.91
C -3.14 1.93 1.46
H 2.05 -2.13 -4.76
C 1.47 -2.51 -0.37
C 2.21 1.03 -2.65
H 3.99 1.54 -3.72
```


# 3
C5H8O2 | ωB97M-V/def2-TZVPD

## Properties
DFT total energy = -345.7750 a.u.
Largest force on an atom = 0.94 eV Å⁻¹
SMILES string = CC1=CC[C@H](O)O1
Multiplicity = 1
LUMO energy = 0.92 eV

```
15
C5H8O2 | the OMol25 dataset | ωB97M-V/def2-TZVPD
H 2.08 -0.59 -0.80
C -0.87 0.07 -0.22
H -0.08 0.11 -2.22
C 1.04 0.10 0.99
H 1.91 1.18 -0.72
H 2.40 -1.07 1.75
H -2.65 -0.05 -1.36
C 1.42 0.23 -0.51
C -2.35 -0.01 -0.32
H -2.80 0.85 0.16
H -2.70 -0.90 0.19
O -0.36 0.13 1.06
H 1.43 0.94 1.59
C 0.07 0.14 -1.16
O 1.47 -1.12 1.55
```


# 4
C31H32F6N2P2S2SbV | ωB97M-V/def2-TZVPD

## Properties
Net charge = +1
DFT total energy = -4572.4372 a.u.
Largest force on an atom = 1.81 eV Å⁻¹
Multiplicity = 4
LUMO energy (spin up / spin down) = -3.46 / -5.89 eV

```
77
C31H32F6N2P2S2SbV | the OMol25 dataset | ωB97M-V/def2-TZVPD
H 1.31 -1.61 -1.60
Sb 0.26 1.86 -3.13
C 1.80 1.39 4.92
H -6.10 2.28 -2.86
H 2.40 1.01 5.74
H 4.60 -2.22 2.84
H 3.18 -1.67 0.90
H -4.39 1.70 -0.56
C -5.00 0.22 -4.06
C 4.66 1.17 3.06
H 0.67 4.31 3.61
C 3.84 1.48 1.98
H -6.44 -0.95 -1.32
S -2.09 0.27 1.19
F -1.65 2.49 -2.91
H -0.16 -5.47 3.36
H -1.20 -1.37 4.01
C 0.28 2.36 2.80
C 0.52 -4.09 1.86
C 1.26 0.50 4.00
C 0.60 0.19 0.11
C 4.92 -0.16 3.38
C -3.50 0.29 -3.44
F 1.78 1.52 -4.15
F -1.16 -0.74 -1.73
H 2.02 3.44 5.49
H 1.43 -0.56 4.11
H 2.18 -2.76 -3.60
C -5.69 -0.93 -2.10
C 0.83 3.24 3.72
C 4.00 0.36 -2.24
C -0.04 -1.78 2.24
H 5.09 1.96 3.65
C 4.49 -0.29 -3.35
V -0.99 0.79 -0.99
C 3.30 0.46 1.21
C -0.12 -4.43 3.04
F 0.53 3.63 -3.56
H -0.32 2.74 1.98
C -4.22 -0.77 -1.45
H -3.61 -1.64 -1.69
F -1.16 2.39 -0.52
C 0.49 0.99 2.95
N -5.89 0.21 -2.94
H -3.87 2.46 -2.08
P -0.15 -0.08 1.68
H -5.75 -1.84 -2.69
H 5.56 -0.40 4.22
H -2.98 1.14 -3.85
C 2.70 -1.90 -3.21
P 2.24 0.81 -0.20
H -5.11 -0.69 -4.65
H -6.58 1.40 -1.39
H 1.05 -2.49 0.53
C 4.38 -1.18 2.60
H 5.37 0.09 -3.86
C 1.59 2.75 4.77
C 2.20 -1.25 -2.08
H -1.25 -3.73 4.73
C 3.57 -0.88 1.52
S 2.09 2.74 -0.55
C -0.74 -3.45 3.82
C -0.71 -2.13 3.42
H -4.31 -0.68 -0.37
C -4.35 1.60 -1.64
C 0.56 -2.76 1.46
H 3.64 2.51 1.72
H 0.99 -4.86 1.26
H 4.21 -1.92 -4.72
H -5.18 1.09 -4.68
N -3.62 0.41 -2.00
H 4.48 1.27 -1.88
C 2.86 -0.11 -1.60
C 3.84 -1.42 -3.84
F -0.63 0.86 -4.48
C -5.87 1.44 -2.21
H -2.95 -0.61 -3.69
```


# 5
C5H10O2 | ωB97M-V/def2-TZVPD

## Properties
DFT total energy = -346.8731 a.u.
Largest force on an atom = 0.47 eV Å⁻¹
Multiplicity = 1
LUMO energy = 0.79 eV

```
17
C5H10O2 | the OMol25 dataset | ωB97M-V/def2-TZVPD
C 0.95 -0.42 1.28
H -0.75 -0.25 -2.38
H -1.72 -1.78 0.16
H 2.20 0.76 -1.03
C -1.55 0.21 -0.68
H 2.70 1.96 0.21
H -0.12 -1.37 -0.40
C -1.00 -0.96 0.13
H -0.74 -1.32 2.28
H 3.09 0.20 0.42
H -0.93 1.10 -0.51
O -1.64 -0.09 -2.06
C 2.37 0.93 0.04
O 1.12 0.75 0.71
H -1.02 0.39 1.86
C -0.53 -0.54 1.54
H -2.56 0.45 -0.35
```